(1)
The following is a quantum chemistry calculation of a structure of composition C41H53BiNO6SSb2Se3, from the Open Molecules 2025 dataset.

Results
- E_tot: -282940.727 eV
- Total charge: -1
- Orbital gap: 6.86 eV
- HOMO level: -4.83 eV

Each line ends with the Löwdin charge.
Atoms and positions in Å:
Bi 0.925 -0.802 -0.323  1.28
C -0.637 -1.192 2.772  -0.40
C -2.126 -1.167 2.464  -0.41
C -2.552 -0.138 1.434  -0.38
Sb -2.500 1.755 2.467  1.56
C -3.137 3.149 0.962  -0.38
C -2.627 3.166 -0.325  -0.12
C -3.008 4.173 -1.200  -0.09
C -3.857 5.186 -0.787  -0.10
C -4.336 5.190 0.512  -0.10
C -3.975 4.174 1.376  -0.15
C -4.565 1.459 3.102  -0.38
C -4.902 1.403 4.445  -0.14
C -6.212 1.174 4.832  -0.10
C -7.199 0.996 3.880  -0.11
C -6.872 1.061 2.535  -0.09
C -5.564 1.293 2.153  -0.14
Sb 0.984 0.406 2.739  1.43
C 0.991 2.614 2.314  -0.36
C 0.290 3.643 2.926  -0.18
C 0.645 4.966 2.711  -0.09
C 1.733 5.291 1.921  -0.09
C 2.488 4.274 1.369  -0.09
C 2.118 2.955 1.574  -0.19
C 0.623 1.109 4.791  -0.40
C -0.592 1.155 5.455  -0.17
C -0.710 1.791 6.681  -0.10
C 0.399 2.364 7.279  -0.11
C 1.627 2.289 6.643  -0.10
C 1.727 1.678 5.407  -0.16
H -0.162 -1.891 2.077  -0.05
H -0.478 -1.592 3.779  0.05
H -2.706 -0.995 3.380  0.08
H -2.398 -2.163 2.090  0.09
H -3.570 -0.344 1.099  0.06
H -1.901 -0.142 0.565  -0.01
H -1.926 2.400 -0.636  0.07
H -2.620 4.189 -2.208  0.09
H -4.132 5.976 -1.474  0.10
H -4.975 5.992 0.858  0.10
H -4.346 4.163 2.393  0.09
H -4.133 1.542 5.195  0.08
H -6.465 1.129 5.882  0.10
H -8.219 0.801 4.182  0.10
H -7.640 0.923 1.787  0.10
H -5.310 1.354 1.100  0.10
H -0.521 3.442 3.613  0.04
H 0.084 5.753 3.189  0.10
H 2.007 6.323 1.759  0.10
H 3.372 4.492 0.785  0.11
H 2.746 2.175 1.170  0.04
H -1.467 0.687 5.017  0.05
H -1.676 1.850 7.165  0.09
H 0.309 2.868 8.232  0.09
H 2.505 2.721 7.103  0.10
H 2.682 1.644 4.899  0.09
O 3.091 -6.409 -1.503  -0.05
C 1.703 -6.166 -1.520  -0.24
C 1.443 -4.667 -1.271  -0.58
C 2.251 -3.869 -2.306  -0.25
O 1.630 -2.618 -2.469  -0.23
C -0.047 -4.426 -1.477  -0.46
Se -0.847 -2.791 -0.653  0.62
C 1.886 -4.350 0.158  -0.49
Se 2.687 -2.536 0.444  0.60
H 3.245 -7.358 -1.464  0.09
H 1.189 -6.746 -0.739  0.13
H 1.282 -6.450 -2.499  0.13
H 2.263 -4.410 -3.265  0.13
H 3.283 -3.788 -1.948  0.10
H 2.203 -1.974 -2.904  0.09
H -0.617 -5.242 -1.031  0.06
H -0.279 -4.353 -2.539  0.06
H 2.694 -5.027 0.441  0.05
H 1.054 -4.459 0.855  0.05
C 2.636 2.824 -2.099  0.00
C 1.193 2.315 -2.144  -0.52
C 0.294 3.365 -2.804  -0.02
O 0.709 2.033 -0.838  -0.11
C 1.232 1.017 -2.987  -0.68
O 1.085 1.101 -4.197  0.03
O 1.509 -0.090 -2.405  -0.22
H 2.683 3.749 -1.523  0.08
H 2.999 3.017 -3.106  0.10
H 3.281 2.082 -1.633  0.04
H 0.272 4.273 -2.199  0.09
H -0.714 2.969 -2.886  0.03
H 0.665 3.596 -3.798  0.09
H 1.038 2.733 -0.252  0.06
C -3.489 1.530 -4.430  -0.13
C -3.241 0.905 -3.074  -0.34
S -1.445 0.470 -2.873  0.95
O -1.382 0.040 -1.454  -0.71
C -1.339 -1.077 -3.861  -0.34
C -2.508 -2.019 -3.704  -0.16
H -4.516 1.890 -4.496  0.07
H -3.322 0.817 -5.235  0.07
H -2.817 2.376 -4.572  0.07
H -3.841 0.022 -2.882  0.08
H -3.433 1.627 -2.281  0.06
H -0.416 -1.514 -3.481  0.06
H -1.172 -0.769 -4.890  0.09
H -2.726 -2.158 -2.648  0.02
H -2.253 -2.995 -4.113  0.08
H -3.396 -1.654 -4.217  0.06
Se 5.788 0.986 -0.427  0.50
C 4.218 0.492 0.089  -1.06
N 3.135 0.226 0.451  -0.25

(2)
The following is a quantum chemistry calculation of a structure of composition C16H34BiBr2N6O3P2S6, from the Open Molecules 2025 dataset.

Results
- E_tot: -261742.786 eV
- Total charge: +1
- Orbital gap: 7.29 eV
- HOMO level: -9.62 eV

Each line ends with the Löwdin charge.
Atoms and positions in Å:
Bi 1.717 1.042 0.172  1.18
S 0.930 -5.417 3.334  0.58
C 0.929 -4.069 2.422  -1.50
S 1.951 -3.838 1.033  0.90
C 1.454 -2.207 0.652  -1.13
C 0.490 -1.687 1.423  -1.13
S -0.231 -0.097 1.249  0.52
S -0.095 -2.696 2.725  0.91
S 2.269 -1.377 -0.665  0.41
C -0.835 5.516 3.887  -0.08
N 0.251 4.753 3.281  -0.29
C 1.575 5.357 3.406  -0.08
P -0.060 3.605 2.172  0.45
O 1.204 2.920 1.781  -0.50
O -0.720 4.317 0.875  -0.26
P -0.542 3.786 -0.640  0.44
O -0.398 2.307 -0.685  -0.49
N -1.884 4.253 -1.433  -0.29
C -2.808 3.307 -2.054  -0.08
C -2.108 5.662 -1.732  -0.08
N 0.779 4.621 -1.134  -0.29
C 1.278 5.857 -0.546  -0.08
C 1.176 4.416 -2.529  -0.09
N -1.279 2.692 2.734  -0.31
C -1.064 2.006 4.006  -0.09
C -2.601 2.502 2.154  -0.08
H -0.606 5.694 4.938  0.09
H -1.767 4.958 3.825  0.08
H -0.971 6.481 3.392  0.09
H 1.806 5.493 4.463  0.09
H 1.618 6.335 2.918  0.09
H 2.321 4.701 2.965  0.08
H -2.592 2.301 -1.707  0.08
H -2.717 3.332 -3.143  0.09
H -3.834 3.565 -1.786  0.09
H -1.484 6.292 -1.098  0.07
H -3.148 5.919 -1.529  0.09
H -1.892 5.890 -2.779  0.09
H 0.966 5.943 0.491  0.06
H 0.925 6.737 -1.094  0.09
H 2.368 5.851 -0.578  0.10
H 0.823 3.449 -2.884  0.03
H 2.265 4.424 -2.599  0.09
H 0.780 5.202 -3.180  0.09
H -0.015 2.057 4.296  0.08
H -1.329 0.953 3.902  0.07
H -1.673 2.451 4.798  0.09
H -2.691 3.020 1.204  0.07
H -3.372 2.883 2.831  0.09
H -2.777 1.437 1.989  0.08
Br 3.547 0.959 -3.145  0.55
C 2.119 -0.033 -3.994  -1.03
Br 0.381 0.557 -3.422  0.62
H 2.230 -1.072 -3.715  -0.02
H 2.206 0.120 -5.060  0.00
C 4.541 -0.382 5.070  -0.03
N 4.731 -0.944 3.750  -0.15
C 5.745 -1.972 3.509  -0.09
C 5.509 -2.332 2.039  -0.11
N 4.736 -1.178 1.572  0.04
C 4.217 -0.504 2.603  -0.73
S 3.094 0.786 2.531  0.63
H 4.162 -1.146 5.748  0.10
H 3.827 0.435 5.020  0.05
H 5.490 -0.005 5.453  0.10
H 5.598 -2.817 4.180  0.13
H 6.741 -1.556 3.683  0.13
H 4.927 -3.248 1.931  0.11
H 6.437 -2.433 1.481  0.12
H 4.254 -1.182 0.677  0.04

(3)
The following is a quantum chemistry calculation of an isolated molecule of C21H19F3N4O3, from the Open Molecules 2025 dataset.

Results
- E_tot: -42340.945 eV
- SMILES: O=C(c1cnn2c(C(F)(F)F)cc(-c3ccccc3)nc12)N1CCC2(CC1)OCCO2
- Total charge: 0
- Orbital gap: 8.11 eV
- HOMO level: -8.59 eV

Each line ends with the Löwdin charge.
Atoms and positions in Å:
O -1.950 -0.704 -2.488  0.09
C -1.834 -1.377 -1.483  -0.42
C -0.497 -1.715 -0.941  -0.07
C 0.106 -2.952 -0.699  -0.06
N 1.360 -2.836 -0.274  0.11
N 1.602 -1.542 -0.228  0.00
C 2.737 -0.907 0.141  -0.05
C 3.909 -1.766 0.553  -0.58
F 3.625 -2.533 1.612  0.16
F 4.318 -2.576 -0.428  0.16
F 4.967 -1.016 0.898  0.14
C 2.771 0.456 0.126  0.09
C 1.605 1.170 -0.282  -0.19
C 1.562 2.632 -0.322  -0.17
C 0.601 3.248 -1.127  -0.03
C 0.523 4.625 -1.195  -0.07
C 1.398 5.408 -0.458  -0.08
C 2.347 4.806 0.352  -0.08
C 2.433 3.427 0.422  -0.03
N 0.518 0.537 -0.655  0.23
C 0.494 -0.779 -0.642  -0.17
N -2.907 -1.911 -0.837  -0.05
C -2.872 -2.430 0.513  -0.13
C -3.718 -1.553 1.454  -0.04
C -3.707 -0.116 0.928  -0.50
C -4.431 -0.063 -0.439  -0.04
C -4.205 -1.377 -1.200  -0.12
O -2.365 0.316 0.840  -0.04
C -2.364 1.715 0.994  -0.14
C -3.687 2.015 1.733  -0.14
O -4.318 0.757 1.857  -0.04
H -0.316 -3.929 -0.828  0.12
H 3.677 0.971 0.397  0.12
H -0.067 2.621 -1.696  0.11
H -0.218 5.092 -1.826  0.10
H 1.340 6.485 -0.513  0.10
H 3.024 5.414 0.934  0.10
H 3.164 2.977 1.076  0.11
H -3.260 -3.455 0.512  0.13
H -1.840 -2.447 0.860  0.11
H -4.753 -1.888 1.504  0.13
H -3.302 -1.566 2.460  0.13
H -5.492 0.112 -0.263  0.13
H -4.025 0.767 -1.017  0.12
H -4.962 -2.122 -0.946  0.13
H -4.215 -1.203 -2.276  0.12
H -1.477 1.987 1.568  0.13
H -2.322 2.213 0.018  0.12
H -4.319 2.706 1.163  0.12
H -3.531 2.412 2.738  0.12

(4)
The following is a quantum chemistry calculation of a cluster of 2 separate species, C4H13NOS in total, from the Open Molecules 2025 dataset.

Results
- E_tot: -18731.178 eV
- SMILES: CNCCCS.O
- Total charge: 0
- Orbital gap: 9.26 eV
- HOMO level: -8.55 eV

Each line ends with the Löwdin charge.
Atoms and positions in Å:
C -1.922 -0.137 0.998  -0.14
N -0.477 -0.378 1.112  -0.14
C 0.258 0.256 0.006  -0.29
C 1.762 0.035 0.178  -0.26
C 2.333 -1.175 -0.526  -0.57
S 1.324 -2.683 -0.498  0.69
H -2.295 -0.757 0.190  0.07
H -2.396 -0.603 1.864  0.07
H -2.279 0.886 0.905  0.07
H -0.181 0.135 1.943  0.10
H -0.105 -0.218 -0.903  0.10
H 0.059 1.331 -0.052  0.11
H 2.284 0.922 -0.167  0.10
H 1.993 -0.034 1.246  0.11
H 2.528 -0.948 -1.566  0.06
H 3.300 -1.442 -0.099  0.06
H 0.909 -2.564 0.762  -0.15
O -2.172 2.479 -1.459  -0.06
H -2.081 1.814 -2.148  0.04
H -2.841 3.083 -1.787  0.03